Computed, not measured: a 8-piece molecular cluster, C18H52O8 overall in a non-equilibrium geometry, with ωB97M-V/def2-TZVPD.

- molar mass (g mol⁻¹) = 396.61
- HOMO energy (Eh) = -0.3478
- total energy (eV) = -35888.47613
- energy relative to the best compared isomer or geometry (same formula, charge and spin) (kcal per mole) = 34.4
- frontier orbital gap (eV) = 9.95

Geometry as ORCA input:
```
! wB97M-V def2-TZVPD RIJCOSX def2/J DEFGRID3
* xyz 0 1
C 4.588 -1.187 0.664
C 3.724 -0.078 1.294
C 3.640 1.123 0.375
O 2.429 -0.590 1.569
H 4.333 -2.175 1.052
H 5.661 -1.040 0.778
H 4.353 -1.252 -0.404
H 4.264 0.145 2.220
H 2.909 1.809 0.822
H 3.195 0.813 -0.572
H 4.561 1.677 0.237
H 2.548 -1.288 2.242
C 0.262 3.249 1.467
C 0.113 4.140 0.228
C 0.997 3.632 -0.890
O -1.236 4.053 -0.282
H -0.211 3.767 2.305
H 1.291 3.030 1.755
H -0.193 2.280 1.263
H 0.281 5.195 0.456
H 0.698 4.121 -1.818
H 0.869 2.558 -1.047
H 2.053 3.776 -0.651
H -1.844 3.843 0.453
C 0.534 -3.368 2.622
C 1.923 -3.862 2.966
C 2.554 -4.627 1.812
O 2.776 -2.762 3.371
H -0.188 -4.174 2.748
H 0.486 -3.030 1.582
H 0.142 -2.509 3.169
H 1.843 -4.469 3.877
H 2.468 -4.054 0.884
H 1.931 -5.502 1.592
H 3.590 -4.931 1.938
H 3.522 -3.138 3.844
C -3.966 1.630 -2.680
C -2.521 1.928 -2.346
C -1.527 0.858 -2.733
O -2.207 3.207 -2.878
H -4.366 0.815 -2.074
H -4.069 1.364 -3.738
H -4.605 2.502 -2.553
H -2.447 1.940 -1.251
H -0.958 0.975 -3.664
H -2.006 -0.090 -3.028
H -0.837 0.622 -1.922
H -1.779 3.759 -2.212
C -3.244 1.118 2.104
C -3.404 2.460 2.779
O -2.987 3.450 1.836
H -3.510 0.338 2.823
H -2.202 0.911 1.860
H -3.876 1.028 1.223
H -2.791 2.570 3.682
H -4.435 2.686 3.075
H -3.158 4.353 2.114
C 1.865 -1.809 -2.220
C 1.624 -0.600 -3.093
O 2.178 -0.808 -4.403
H 1.322 -2.678 -2.604
H 1.475 -1.591 -1.219
H 2.907 -2.113 -2.142
H 2.108 0.279 -2.666
H 0.557 -0.374 -3.168
H 1.754 -1.611 -4.726
C -3.717 -2.879 -1.456
C -2.542 -2.008 -1.132
O -1.613 -2.693 -0.298
H -4.506 -2.319 -1.978
H -4.237 -3.216 -0.555
H -3.607 -3.731 -2.130
H -2.857 -1.056 -0.690
H -1.992 -1.711 -2.040
H -1.024 -2.018 0.073
O -0.238 -0.387 0.801
H 0.637 -0.499 1.233
H -0.069 0.223 0.074
*
```

Mulliken atomic charge list, values in e, 5 entries: number 1, C, carries -1.100; number 2, C, carries 0.459; number 3, C, carries -0.304; number 4, O, carries -0.492; number 5, H, carries 0.234